C11H10BrNS | ωB97M-V/def2-TZVPD

The geometry in XYZ format:
```
24
C11H10BrNS ωB97M-V/def2-TZVPD
C 1.84 -2.06 -0.43
C 1.71 -2.10 -1.83
C 0.83 -1.62 0.35
C 0.59 -1.67 -2.41
C -0.45 -1.30 -0.18
C -0.55 -1.33 -1.65
C -2.30 0.22 -2.53
C -1.28 1.79 0.95
C -0.96 0.43 1.65
C -0.92 2.01 -0.57
C -1.35 -0.73 0.82
N -1.67 -0.84 -2.33
S -2.13 1.84 -1.97
Br -3.17 -1.31 0.68
H 2.74 -2.30 -0.02
H 2.53 -2.35 -2.39
H 0.97 -1.76 1.33
H 0.56 -1.74 -3.45
H -2.40 1.99 1.12
H -0.73 2.63 1.35
H 0.12 0.34 1.90
H -1.44 0.40 2.67
H -0.82 3.09 -0.81
H -0.09 1.39 -0.95
```

Output
Energy = -3451.9521 Eh
Multiplicity = 1

***

C3H4NaO4Rb | ωB97M-V/def2-TZVPD

The geometry in XYZ format:
```
13
C3H4NaO4Rb ωB97M-V/def2-TZVPD
H -0.38 -1.25 1.44
C 0.01 -0.24 1.51
C 0.27 0.43 2.78
O 1.32 -0.10 1.94
H 0.26 1.52 2.84
H 0.12 -0.12 3.71
O -0.37 0.44 0.34
H -1.31 1.34 -0.91
O 0.58 -0.95 -1.51
C -0.12 -0.09 -1.05
Rb 1.57 -2.45 -4.92
Na -1.02 0.80 -4.47
O -0.92 0.69 -1.71
```

Output
Energy = -603.7734 Eh
Expectation value of S² = 0.750
Net charge = +1
Multiplicity = 2

***

C6H9NO | ωB97M-V/def2-TZVPD

The geometry in XYZ format:
```
17
C6H9NO ωB97M-V/def2-TZVPD
C 1.20 0.25 0.88
C 0.88 0.99 -0.51
C 0.62 -0.05 -1.53
C -1.21 -0.01 0.05
C 0.32 -1.00 0.67
C -0.28 -0.88 -0.72
H 0.89 1.00 1.73
H 2.26 -0.07 1.17
H 1.39 1.91 -0.56
H 0.23 0.32 -2.43
H 1.54 -0.66 -1.78
H -2.27 -0.08 -0.18
H 0.81 -1.88 0.95
H -0.65 -1.59 -1.38
H -1.11 2.06 -0.53
N -0.60 1.23 -0.01
O -1.00 -0.68 1.26
```

Output
Energy = -363.9062 Eh
Multiplicity = 1

***

Computed strongest force on any atom, in the same sequence as the records: 3.81; 3.85; 6.23 eV/Å.
Computed energy above the lowest of the compared OMol25 structures with the same formula, charge and spin, in the same sequence as the records: 207.6; 164.6; 309.9 kJ/mol.